# 1
Molecular formula: C6H8DyO4
Method: DFT, ωB97M-V/def2-TZVPD

```
19
Properties=species:S:1:pos:R:3:forces:R:3:lowdin_charge:R:1
O 2.55263 0.25246 -0.57411 -3.9 0.8 -2.6 -0.383
C 3.28527 -0.12291 0.43796 0.6 -0.7 2.6 -0.464
C 4.60681 0.08803 0.60803 -0.4 -0.3 -0.6 -0.014
H 2.69931 -0.57151 1.31387 0.9 0.0 -1.2 0.108
H 5.17432 0.71152 -0.08736 -0.2 -0.4 0.0 0.053
H 5.15694 -0.50750 1.33707 -0.3 0.6 0.2 0.046
O -0.77897 2.02187 -1.27193 0.5 -0.3 -0.2 -0.282
C -1.78180 2.34609 -0.53325 -1.1 0.4 1.0 -0.209
C -2.49602 1.44896 0.20865 -0.1 0.8 -0.1 -0.033
O -1.97396 0.18018 0.05723 0.7 -0.5 0.1 -0.031
C -2.21900 -0.96863 0.51083 -1.5 0.3 -1.6 0.060
C -1.59763 -2.04018 -0.31189 0.1 -0.9 1.3 -0.286
O -0.62839 -1.59149 -1.14475 0.4 1.0 -0.2 -0.384
Dy 0.33419 0.23641 -1.57177 3.1 -0.8 1.5 2.009
H -2.07278 3.40490 -0.46181 0.1 -0.4 -0.2 0.152
H -3.43384 1.56191 0.74373 0.4 0.1 0.0 0.143
H -3.09200 -1.11811 1.15713 0.5 0.0 0.3 0.183
H -2.45423 -2.51871 -0.84622 0.1 0.2 0.2 0.171
H -1.28083 -2.81331 0.42857 0.2 0.1 -0.5 0.161
```
Positions in Å, forces in eV/Å.

**Maximum force**: 4.8 eV Å⁻¹
**Total charge**: +1
**Kohn-Sham gap (alpha / beta)**: 4.5 / 4.5 eV
**Multiplicity**: 6
**E_HOMO (alpha / beta)**: -10.2 / -10.2 eV
**DFT total energy**: -38615.96819 eV

---

# 2
Molecular formula: C6H8F3NO2
Method: DFT, ωB97M-V/def2-TZVPD

```
20
Properties=species:S:1:pos:R:3:forces:R:3:lowdin_charge:R:1
C -1.85328 1.87742 0.44014 1.1 0.4 -1.5 -0.235
C -0.68115 -0.64502 2.10036 -0.7 0.0 1.3 -0.225
C 1.71178 -0.50061 -0.77621 -2.6 2.2 -1.0 -0.093
C -1.39418 0.60013 -0.17965 -1.5 -1.9 5.1 -0.027
C -0.02802 0.01751 0.88298 -2.4 -2.2 -1.5 -0.159
C -2.55387 -0.45735 -0.36301 1.2 0.6 -0.5 -0.609
N 0.72870 -0.96492 0.17103 1.1 1.3 0.9 -0.073
O -1.39486 2.92375 0.02907 -0.5 -0.2 0.7 0.065
O -0.67653 -1.79988 2.46108 0.7 0.5 -1.3 0.074
F -2.03216 -1.64686 -0.60870 0.8 -1.4 0.3 0.150
F -3.50853 -0.64359 0.57206 0.8 0.8 0.1 0.149
F -3.16856 -0.14948 -1.49745 -1.0 0.8 -0.7 0.151
H -2.52223 1.79859 1.30252 -0.3 0.2 0.2 0.132
H -1.26985 -0.00044 2.77688 0.0 0.8 -0.4 0.123
H 2.55811 -1.05791 -0.90973 2.4 -1.7 0.7 0.040
H 1.33447 -0.52594 -1.83662 -0.1 0.7 0.7 0.098
H 1.94129 0.52086 -0.43077 0.4 -0.3 -0.8 0.098
H -0.83132 0.66302 -1.02539 1.0 0.5 -2.6 0.101
H 0.43813 0.97004 1.11285 0.5 -0.2 0.0 0.140
H 0.21930 -1.74448 -0.15444 -0.8 -0.8 0.1 0.100
```
Positions in Å, forces in eV/Å.

**Maximum force**: 5.7 eV Å⁻¹
**Total charge**: 0
**Kohn-Sham gap**: 9.3 eV
**Energy relative to the best compared isomer or geometry (same formula, charge and spin)**: 69.9 kcal per mole
**E_HOMO**: -9.2 eV
**Structure (SMILES)**: CN[C@H](C=O)[C@H](C=O)C(F)(F)F
**DFT total energy**: -20087.23782 eV

---

# 3
Molecular formula: C6H8HgO5
Method: DFT, ωB97M-V/def2-TZVPD

```
20
Properties=species:S:1:pos:R:3:forces:R:3:lowdin_charge:R:1
O -3.81853 -1.45285 -0.42441 -0.7 -0.7 -0.4 -0.125
C -2.88339 -1.04654 0.31096 -0.8 0.9 1.3 -0.816
O -3.01379 -0.86869 1.54752 0.2 -0.3 0.2 -0.127
O -1.75119 -0.68782 -0.31160 0.1 -0.2 -0.6 0.021
C 0.34964 0.43254 -0.47329 -0.4 2.8 -1.0 -0.217
C -0.71535 -0.07491 0.45815 0.2 0.2 0.7 -0.177
Hg -5.52997 -1.80613 1.44714 1.5 0.4 -0.8 0.913
H 0.70134 -0.26555 -1.23647 0.4 0.1 0.6 0.130
H 2.42934 -0.69320 0.25184 0.8 -1.9 -0.7 0.122
H -1.13255 0.75186 1.05016 0.1 -0.2 -0.1 0.133
H -0.31482 -0.80501 1.17619 -0.1 0.1 -0.2 0.133
O 2.83771 -1.62884 0.17933 -1.8 1.7 0.8 0.055
C 4.09250 -1.58847 -0.19717 1.5 0.1 0.4 -0.314
O 4.97481 -2.29476 0.16147 -0.6 0.2 -0.6 0.099
C 0.07752 1.85284 -1.16214 -0.3 -1.2 0.6 -0.118
C 1.11692 1.79230 -0.10607 -0.1 -1.6 -0.3 -0.114
H -0.87357 2.33017 -0.91981 0.3 -0.2 -0.1 0.105
H 0.39816 1.95179 -2.19902 -0.1 -0.1 0.3 0.100
H 0.89610 2.22563 0.87147 0.1 -0.3 -0.3 0.103
H 2.15911 1.87564 -0.42425 -0.3 0.0 0.2 0.094
```
Positions in Å, forces in eV/Å.

**Maximum force**: 3.0 eV Å⁻¹
**Total charge**: 0
**Kohn-Sham gap (alpha / beta)**: 8.7 / 6.0 eV
**Energy relative to the best compared isomer or geometry (same formula, charge and spin)**: 0.0 kcal per mole
**Multiplicity**: 3
**E_HOMO (alpha / beta)**: -8.7 / -9.6 eV
**DFT total energy**: -20759.88490 eV

---

# 4
Molecular formula: C6H8I2N
Method: DFT, ωB97M-V/def2-TZVPD

```
17
Properties=species:S:1:pos:R:3:forces:R:3:lowdin_charge:R:1
C 0.00373 1.49906 -1.47572 0.6 -0.1 -2.4 -0.074
C -0.00395 1.87012 -0.09583 -1.0 -1.3 3.9 -0.035
C 0.31361 0.21271 -1.83527 -1.0 3.1 2.0 -0.144
C -0.20837 0.89545 0.93075 0.8 2.8 -3.6 -0.144
C 0.51216 -0.70062 -0.73855 -0.1 -0.9 1.0 -0.685
C -0.34302 -0.46192 0.50028 -2.4 0.3 -2.7 -0.828
N -0.19418 -1.46998 1.51387 1.3 0.0 2.9 0.116
I 2.59943 -0.75609 -0.04652 0.2 0.0 -0.1 0.991
I -2.59680 -0.76095 -0.13659 0.9 0.0 0.1 0.794
H -0.15960 2.20378 -2.34215 0.1 -0.4 1.5 0.147
H -0.03607 2.86919 0.40535 0.2 -0.5 -1.6 0.139
H 0.32768 -0.09954 -2.83817 0.3 -0.4 -1.0 0.116
H -0.44504 1.31914 1.86247 -0.2 -0.1 1.4 0.106
H 0.35617 -1.66256 -1.11116 -0.1 -1.8 -0.3 0.063
H -0.33370 -2.50204 1.37597 -0.4 1.3 -0.5 0.194
H -0.62783 -1.13748 2.44024 0.5 -0.9 -1.7 0.208
H 0.83581 -1.31827 1.59104 0.4 -0.9 1.0 0.038
```
Positions in Å, forces in eV/Å.

**Maximum force**: 4.6 eV Å⁻¹
**Total charge**: +1
**Kohn-Sham gap**: 7.2 eV
**Energy relative to the best compared isomer or geometry (same formula, charge and spin)**: 2.9 kcal per mole
**E_HOMO**: -12.5 eV
**Structure (SMILES)**: [NH3+][C@@]1(I)C=CC=C[C@H]1I
**DFT total energy**: -24034.34668 eV

---

# 5
Molecular formula: C6H8IO2
Method: DFT, ωB97M-V/def2-TZVPD

```
17
Properties=species:S:1:pos:R:3:forces:R:3:lowdin_charge:R:1
C -0.51419 -2.59285 3.02845 0.4 -0.6 -1.5 -0.527
C -1.16792 -0.05204 0.86878 -0.9 1.3 0.5 -0.248
C -1.13294 -1.58282 0.70415 -1.5 -0.2 1.2 -0.584
C -0.11660 -0.75466 0.08350 2.4 1.9 -0.1 -0.725
C 1.33122 -0.88969 0.61938 -0.5 -0.7 0.9 -0.047
C -0.07197 -0.38030 -1.33826 -1.2 -1.9 -3.9 -0.157
O -0.57050 -1.59597 3.60779 -0.3 0.9 1.0 0.152
O -0.30958 -3.64809 2.58336 -0.1 -0.5 0.6 0.138
I -2.77873 -2.29221 -0.65125 0.1 0.0 0.2 0.479
H -1.89290 0.66167 0.38512 0.7 -1.2 -0.3 0.089
H -0.92575 0.47268 1.80283 0.2 -0.9 0.2 0.072
H 1.83061 0.07627 0.80544 -0.4 -0.2 0.4 0.071
H 1.87637 -1.28376 -0.22251 0.5 -0.7 -0.1 0.042
H 1.38829 -1.61011 1.50973 0.1 1.2 -1.2 0.086
H 0.51732 -1.15325 -1.99705 -1.2 0.6 1.2 0.096
H 0.38082 0.50577 -1.79399 -0.1 0.7 1.2 0.059
H -1.16758 -0.44230 -1.68116 1.7 0.3 0.0 0.004
```
Positions in Å, forces in eV/Å.

**Maximum force**: 4.5 eV Å⁻¹
**Total charge**: -1
**Kohn-Sham gap**: 6.1 eV
**Energy relative to the best compared isomer or geometry (same formula, charge and spin)**: 50.9 kcal per mole
**E_HOMO**: -2.9 eV
**DFT total energy**: -18546.30936 eV

---

# 6
Molecular formula: C6H8KLiO3
Method: DFT, ωB97M-V/def2-TZVPD

```
19
Properties=species:S:1:pos:R:3:forces:R:3:lowdin_charge:R:1
C 3.62066 -0.44554 0.74250 1.4 1.3 1.3 -0.098
C 3.88283 0.78536 0.15275 -1.5 -1.4 -1.4 -0.495
O 2.99105 1.69858 -0.10789 1.0 0.5 0.9 -0.409
H 3.03218 -0.43354 1.67064 -0.5 -0.4 -0.8 0.020
H 4.39967 -1.21330 0.71496 0.0 0.3 0.1 -0.006
H 4.83471 0.86529 -0.41295 0.0 0.1 0.0 0.066
O 0.83132 -0.85130 -0.06359 -2.5 -1.0 0.2 -0.407
K 0.63748 1.56128 -0.56734 0.2 -0.2 0.0 0.791
C 0.01347 -1.44864 0.90416 1.8 0.2 0.6 -0.463
C -1.31209 -1.88295 0.34074 -1.0 1.8 -1.5 0.004
C -2.42513 -1.03675 0.35985 1.9 0.0 0.6 -0.113
C -3.60639 -1.20073 -0.37225 -3.2 -0.5 1.4 -0.257
O -4.74920 -0.71127 -0.00026 3.0 -0.9 -1.5 -0.275
Li -5.56948 0.74106 0.51022 -0.2 0.3 0.1 0.095
H -0.15952 -0.76252 1.76548 -0.3 -0.1 -0.1 0.099
H 0.54187 -2.32506 1.33782 -0.3 0.0 0.0 0.098
H -1.34046 -2.76785 -0.30744 0.1 0.3 0.2 0.115
H -2.40504 -0.16129 1.02709 0.0 -0.5 -0.1 0.110
H -3.61575 -1.94783 -1.18731 0.0 0.3 0.1 0.124
```
Positions in Å, forces in eV/Å.

**Maximum force**: 3.5 eV Å⁻¹
**Total charge**: -1
**Kohn-Sham gap (alpha / beta)**: 3.3 / 4.7 eV
**Energy relative to the best compared isomer or geometry (same formula, charge and spin)**: 47.0 kcal per mole
**Multiplicity**: 2
**E_HOMO (alpha / beta)**: -1.4 / -2.9 eV
**DFT total energy**: -29021.50114 eV